Record 1
13 unconnected molecules or ions with the total composition C60H132O43P4, computed with ωB97M-V/def2-TZVPD.

Output
E_HOMO in eV: -10.04
Maximum force in eV/Å: 3.8

Each line ends with the Löwdin charge.
Cartesian coordinates (Å):
C -1.290 -0.185 2.590  -0.05
C -2.093 -1.093 1.638  -0.19
O -1.278 -1.613 0.592  0.04
C -1.272 -0.984 -0.530  -0.56
O -1.750 0.139 -0.730  0.08
O -0.539 -1.696 -1.445  -0.04
C -0.446 -1.100 -2.747  -0.03
H -0.221 -0.556 2.650  0.09
H -1.823 -0.064 3.587  0.10
H -1.298 0.856 2.198  0.05
H -2.949 -0.585 1.153  0.11
H -2.422 -1.983 2.138  0.09
H 0.227 -1.776 -3.260  0.08
H -0.072 -0.082 -2.771  0.09
H -1.435 -0.999 -3.180  0.08
C 1.579 2.136 0.226  -0.04
C 2.024 0.708 0.702  -0.14
O 3.101 0.840 1.672  0.02
C 4.364 1.026 1.336  -0.62
O 5.312 0.746 2.014  0.12
O 4.453 1.547 0.095  -0.04
C 5.798 1.791 -0.392  -0.02
H 1.508 2.783 1.070  0.04
H 0.632 2.213 -0.372  0.08
H 2.420 2.495 -0.443  0.06
H 2.451 0.094 -0.120  0.10
H 1.245 0.102 1.210  0.10
H 5.754 1.689 -1.490  0.09
H 6.520 1.075 -0.026  0.09
H 6.212 2.744 -0.131  0.08
C 3.290 6.467 -0.994  -0.04
C 4.282 5.476 -1.671  -0.15
O 3.878 5.346 -3.040  0.06
C 2.816 4.635 -3.244  -0.62
O 2.246 4.070 -2.335  0.09
O 2.544 4.588 -4.548  0.02
C 1.576 3.677 -5.057  -0.03
H 2.327 5.991 -0.892  0.06
H 3.170 7.432 -1.488  0.08
H 3.619 6.763 0.034  0.08
H 4.285 4.548 -1.171  0.09
H 5.286 5.870 -1.704  0.12
H 1.207 3.016 -4.270  0.10
H 1.965 3.103 -5.846  0.05
H 0.723 4.287 -5.295  0.09
C -3.815 -3.391 -2.920  -0.03
C -4.237 -2.192 -2.148  -0.18
O -4.032 -2.466 -0.731  0.01
C -5.080 -2.969 -0.047  -0.64
O -6.188 -3.159 -0.460  0.15
O -4.655 -3.192 1.194  -0.02
C -5.684 -3.718 2.012  -0.02
H -2.720 -3.562 -2.939  0.09
H -4.192 -3.339 -3.934  0.06
H -4.324 -4.271 -2.439  0.09
H -5.234 -1.787 -2.237  0.12
H -3.625 -1.299 -2.292  0.09
H -5.108 -3.881 2.860  0.06
H -5.954 -4.703 1.588  0.12
H -6.506 -3.099 2.238  0.09
C 0.238 -1.234 6.290  -0.06
C 0.767 -2.390 7.151  -0.20
O 2.164 -2.382 7.025  0.05
C 2.620 -2.723 5.847  -0.63
O 1.981 -3.084 4.909  0.12
O 3.953 -2.700 5.907  -0.01
C 4.789 -2.882 4.753  -0.02
H -0.828 -1.079 6.376  0.06
H 0.566 -1.193 5.218  0.08
H 0.755 -0.343 6.710  0.08
H 0.300 -3.346 6.878  0.13
H 0.580 -2.149 8.186  0.12
H 4.562 -3.832 4.240  0.09
H 5.778 -2.856 5.198  0.09
H 4.577 -2.065 4.025  0.10
C -1.941 4.670 -1.853  -0.04
C -0.828 5.714 -2.174  -0.20
O -0.765 6.460 -0.955  -0.01
C -0.015 7.625 -0.911  -0.55
O 0.455 8.279 -1.818  0.12
O 0.131 7.893 0.393  0.01
C 0.883 9.055 0.610  -0.09
H -2.891 5.238 -1.607  0.10
H -1.648 4.025 -1.004  0.07
H -2.150 4.066 -2.757  0.06
H -1.108 6.428 -2.969  0.13
H 0.123 5.269 -2.503  0.10
H 0.437 9.495 1.555  0.11
H 0.773 9.848 -0.124  0.09
H 1.974 9.005 0.767  0.09
C -2.459 3.588 1.878  -0.05
C -3.223 2.318 1.587  -0.23
O -4.578 2.644 1.263  0.01
C -5.378 1.561 1.159  -0.60
O -5.058 0.439 1.470  0.11
O -6.631 1.904 0.845  0.01
C -6.854 3.136 0.115  -0.01
H -2.884 3.944 2.820  0.08
H -2.700 4.310 1.126  0.06
H -1.373 3.375 1.957  0.09
H -3.224 1.696 2.501  0.11
H -2.767 1.773 0.740  0.11
H -6.009 3.320 -0.477  0.04
H -7.010 3.921 0.801  0.09
H -7.585 2.842 -0.656  0.12
C -1.042 -3.648 3.665  -0.03
C -2.068 -4.829 3.712  -0.18
O -1.275 -5.929 3.223  0.02
C -2.012 -7.067 3.115  -0.66
O -3.196 -7.099 3.289  0.11
O -1.311 -8.058 2.693  0.02
C -1.964 -9.360 2.537  0.01
H -0.785 -3.459 2.588  0.07
H -0.080 -3.863 4.224  0.08
H -1.479 -2.756 4.056  0.04
H -2.986 -4.621 3.192  0.09
H -2.389 -5.054 4.729  0.12
H -2.574 -9.536 3.416  0.09
H -1.136 -10.047 2.344  0.10
H -2.725 -9.276 1.765  0.09
C -5.539 -0.224 4.421  -0.05
C -5.410 -0.562 5.885  -0.20
O -5.536 -2.013 6.097  -0.04
C -4.374 -2.703 6.316  -0.60
O -3.299 -2.244 6.292  0.15
O -4.632 -4.034 6.482  -0.02
C -6.093 -4.408 6.251  0.03
H -6.575 -0.654 4.278  0.11
H -4.715 -0.642 3.849  0.07
H -5.555 0.816 4.173  0.07
H -6.146 -0.064 6.518  0.12
H -4.444 -0.295 6.323  0.11
H -6.619 -4.066 7.148  0.10
H -6.165 -5.481 6.209  0.09
H -6.302 -3.887 5.340  0.07
C 8.052 -1.568 -5.646  -0.06
C 6.497 -1.558 -5.362  -0.22
O 6.074 -0.177 -5.276  -0.18
P 4.548 0.183 -5.208  0.33
O 3.601 -0.798 -5.804  -0.24
O 4.560 1.623 -5.880  -0.20
C 4.812 1.917 -7.305  -0.19
C 4.017 3.216 -7.696  -0.06
O 4.331 0.626 -3.746  -0.18
C 3.252 0.093 -2.905  -0.19
C 3.897 -1.107 -2.169  -0.04
H 8.643 -1.042 -4.911  0.06
H 8.319 -2.601 -5.752  0.06
H 8.404 -1.004 -6.553  0.09
H 5.874 -1.983 -6.225  0.13
H 6.242 -2.178 -4.523  0.10
H 5.883 1.972 -7.450  0.11
H 4.437 1.133 -7.953  0.11
H 4.375 3.615 -8.662  0.08
H 2.953 3.069 -7.834  0.06
H 4.163 4.015 -6.982  0.07
H 2.971 0.857 -2.197  0.10
H 2.523 -0.303 -3.599  0.09
H 3.264 -1.735 -1.485  0.07
H 4.112 -1.830 -2.963  0.08
H 4.734 -0.699 -1.596  0.07
C 2.639 -4.191 1.487  -0.02
C 1.889 -3.436 0.286  -0.23
O 0.615 -3.977 0.129  -0.16
P 0.134 -4.576 -1.209  0.36
O 0.550 -3.932 -2.477  -0.22
O -1.411 -4.685 -1.074  -0.17
C -2.097 -5.156 0.149  -0.19
C -3.452 -5.699 -0.143  -0.04
O 0.722 -6.058 -1.062  -0.17
C 0.691 -6.856 -2.214  -0.32
C 2.018 -7.445 -2.399  -0.07
H 2.528 -5.262 1.448  0.07
H 3.664 -3.796 1.483  0.07
H 2.289 -3.792 2.441  0.05
H 1.775 -2.371 0.506  0.11
H 2.486 -3.541 -0.612  0.09
H -1.379 -5.947 0.521  0.13
H -2.085 -4.266 0.803  0.11
H -3.433 -6.510 -0.808  0.07
H -3.747 -6.132 0.869  0.11
H -4.196 -5.007 -0.561  0.06
H -0.089 -7.631 -2.048  0.13
H 0.335 -6.215 -3.002  0.10
H 2.736 -6.675 -2.462  0.07
H 2.302 -8.127 -1.609  0.08
H 2.078 -7.980 -3.366  0.09
C 6.013 5.752 3.234  -0.05
C 4.551 6.121 3.687  -0.19
O 3.808 5.034 4.318  -0.20
P 3.214 3.910 3.438  0.37
O 3.388 3.981 1.992  -0.20
O 3.815 2.585 4.179  -0.19
C 5.198 2.704 4.739  -0.23
C 5.332 1.543 5.745  -0.05
O 1.673 3.666 3.689  -0.17
C 1.005 3.708 4.947  -0.27
C -0.184 2.822 4.836  -0.06
H 6.006 5.006 2.441  0.07
H 6.475 6.699 2.941  0.08
H 6.609 5.378 4.018  0.05
H 4.589 6.870 4.544  0.14
H 3.983 6.374 2.833  0.08
H 5.895 2.544 3.909  0.11
H 5.361 3.705 5.106  0.09
H 5.312 0.656 5.152  0.05
H 6.304 1.602 6.251  0.08
H 4.454 1.625 6.474  0.10
H 1.656 3.303 5.665  0.10
H 0.806 4.745 5.192  0.12
H -0.593 2.741 5.857  0.09
H -0.887 3.112 4.081  0.04
H 0.242 1.829 4.449  0.11
C -4.530 1.602 -2.147  -0.07
C -3.412 1.461 -3.030  -0.31
O -3.608 2.201 -4.255  -0.16
P -3.526 1.562 -5.682  0.36
O -3.833 2.483 -6.784  -0.22
O -2.094 0.872 -5.623  -0.18
C -0.999 1.108 -6.459  -0.29
C -1.234 0.615 -7.863  -0.07
O -4.457 0.282 -5.521  -0.20
C -4.598 -0.596 -6.759  -0.19
C -5.617 -1.720 -6.506  -0.05
H -4.838 2.667 -2.098  0.09
H -5.372 0.982 -2.547  0.11
H -4.274 1.207 -1.114  0.10
H -2.517 1.861 -2.566  0.10
H -3.276 0.394 -3.227  0.08
H -0.833 2.239 -6.478  0.13
H -0.082 0.723 -6.082  0.10
H -2.211 0.887 -8.186  0.06
H -0.466 1.074 -8.512  0.09
H -1.041 -0.445 -7.859  0.08
H -4.826 0.084 -7.579  0.11
H -3.632 -1.021 -6.886  0.09
H -6.609 -1.329 -6.352  0.07
H -5.649 -2.410 -7.401  0.10
H -5.245 -2.301 -5.681  0.04

---

Record 2
A molecular structure, C60H140N18O20Pt, computed with ωB97M-V/def2-TZVPD.

Output
E_HOMO (alpha / beta) in eV: -6.85 / -6.72
Spin multiplicity: 3
Maximum force in eV/Å: 4.8

Each line ends with the Löwdin charge.
Cartesian coordinates (Å):
Pt -3.036 -0.462 -1.497  1.21
C -1.325 1.826 -4.045  -0.05
C -2.610 2.161 -3.207  -0.59
C -3.359 3.429 -3.663  -0.07
O -3.500 1.083 -3.062  -0.34
H -1.536 1.626 -5.095  0.06
H -0.958 0.894 -3.614  0.05
H -0.531 2.559 -3.900  0.05
H -2.171 2.628 -2.325  0.09
H -4.178 3.625 -2.971  0.02
H -3.852 3.186 -4.604  0.06
H -2.697 4.285 -3.795  0.08
C 0.224 0.220 1.197  -0.06
C 0.351 0.087 -0.311  -0.59
C 1.453 -0.989 -0.691  -0.04
O -0.868 -0.087 -0.952  -0.37
H -0.055 -0.647 1.796  0.06
H -0.623 0.902 1.277  0.04
H 1.044 0.761 1.669  0.05
H 0.841 0.934 -0.791  0.09
H 1.811 -0.873 -1.714  0.03
H 0.934 -1.947 -0.642  0.05
H 2.353 -0.911 -0.081  0.06
C -4.189 -0.974 -8.347  -0.33
O -4.622 -0.420 -9.401  -0.05
N -4.054 -0.357 -7.180  -0.16
C -3.752 -1.064 -5.921  -0.06
C -4.301 1.096 -6.978  -0.02
H -3.708 -1.960 -8.261  0.13
H -4.597 -1.425 -5.335  0.09
H -2.987 -0.583 -5.311  0.07
H -3.300 -2.046 -6.058  0.06
H -3.381 1.606 -7.262  0.10
H -4.975 1.410 -7.775  0.07
H -4.867 1.390 -6.094  0.08
C 0.068 -7.021 -2.281  -0.41
O -0.184 -8.151 -1.938  0.02
N -0.147 -5.949 -1.572  -0.16
C 0.371 -4.602 -1.819  -0.04
C -0.835 -6.065 -0.275  -0.03
H 0.424 -6.795 -3.298  0.13
H 0.637 -4.489 -2.870  0.08
H 1.252 -4.396 -1.212  0.09
H -0.362 -3.800 -1.727  0.08
H -1.923 -6.028 -0.329  0.06
H -0.494 -7.051 0.042  0.09
H -0.516 -5.263 0.391  0.08
C -6.154 -1.492 -1.049  -0.20
O -5.049 -1.451 -1.677  -0.14
N -7.198 -0.638 -1.395  -0.16
C -8.508 -0.801 -0.911  -0.09
C -6.947 0.407 -2.437  0.00
H -6.378 -2.316 -0.353  0.13
H -9.119 -1.340 -1.635  0.09
H -9.081 0.029 -0.496  0.10
H -8.444 -1.550 -0.122  0.09
H -6.340 1.268 -2.156  0.07
H -6.457 -0.067 -3.287  0.09
H -7.946 0.769 -2.683  0.09
C 0.698 2.545 4.871  -0.38
O 1.406 1.833 4.183  0.01
N 0.765 2.742 6.182  -0.16
C -0.120 3.555 7.033  -0.05
C 1.671 1.966 7.022  -0.03
H -0.187 3.059 4.465  0.12
H 0.373 3.915 7.936  0.09
H -1.016 3.019 7.345  0.09
H -0.501 4.444 6.529  0.08
H 1.739 2.283 8.063  0.09
H 1.508 0.889 6.971  0.06
H 2.630 2.097 6.522  0.09
C 7.253 -2.440 0.019  -0.27
O 7.191 -1.628 -0.962  -0.07
N 7.443 -3.765 -0.190  -0.16
C 7.499 -4.693 0.958  -0.06
C 7.459 -4.435 -1.500  -0.04
H 7.219 -2.148 1.080  0.11
H 6.921 -4.331 1.808  0.07
H 8.512 -4.855 1.327  0.09
H 7.162 -5.701 0.717  0.08
H 8.203 -5.213 -1.673  0.08
H 6.576 -5.073 -1.532  0.09
H 7.543 -3.707 -2.306  0.08
C -5.042 -2.028 3.988  -0.34
O -5.776 -2.154 3.031  0.00
N -5.334 -2.299 5.311  -0.16
C -4.522 -1.840 6.473  -0.03
C -6.675 -2.739 5.656  -0.07
H -4.022 -1.624 3.896  0.12
H -3.704 -1.277 6.023  0.07
H -4.241 -2.680 7.109  0.09
H -5.105 -1.137 7.068  0.08
H -6.846 -3.712 6.116  0.09
H -7.231 -1.972 6.196  0.09
H -7.343 -2.806 4.798  0.08
C -7.500 3.690 -0.060  -0.30
O -7.367 3.334 1.118  -0.03
N -6.456 3.990 -0.920  -0.18
C -6.630 4.332 -2.341  -0.04
C -5.141 3.897 -0.380  -0.06
H -8.494 3.823 -0.513  0.13
H -6.078 5.246 -2.560  0.09
H -7.669 4.641 -2.458  0.09
H -6.285 3.538 -3.004  0.08
H -4.631 4.849 -0.524  0.10
H -5.059 3.585 0.661  0.07
H -4.563 3.168 -0.949  0.08
C 4.910 -4.843 4.826  -0.36
O 5.442 -4.482 5.845  0.02
N 4.479 -3.922 3.946  -0.17
C 3.932 -4.457 2.659  -0.05
C 4.738 -2.492 4.018  -0.04
H 4.785 -5.893 4.517  0.14
H 3.273 -5.264 2.980  0.07
H 4.628 -5.030 2.046  0.06
H 3.535 -3.712 1.969  0.09
H 3.817 -2.050 3.638  0.06
H 4.791 -2.135 5.047  0.09
H 5.519 -2.000 3.437  0.07
C -0.829 -1.882 5.040  -0.32
O -1.747 -2.283 4.352  -0.02
N 0.447 -2.143 4.669  -0.18
C 1.461 -1.545 5.502  -0.06
C 0.755 -3.079 3.601  0.00
H -0.971 -1.407 6.023  0.14
H 2.075 -2.305 5.986  0.09
H 1.041 -0.938 6.304  0.06
H 2.080 -0.958 4.825  0.08
H 1.116 -2.333 2.894  0.09
H 1.520 -3.778 3.938  0.08
H -0.141 -3.568 3.217  0.06
C 4.410 -2.743 -3.175  -0.35
O 3.843 -3.723 -2.751  0.00
N 3.864 -1.678 -3.818  -0.15
C 4.786 -0.504 -4.172  -0.02
C 2.491 -1.643 -4.219  -0.07
H 5.472 -2.541 -2.967  0.11
H 5.854 -0.714 -4.101  0.08
H 4.615 0.319 -3.477  0.05
H 4.673 -0.186 -5.208  0.09
H 1.965 -0.766 -3.842  0.07
H 2.355 -1.476 -5.287  0.09
H 2.019 -2.565 -3.878  0.08
C 7.408 0.119 3.809  -0.37
O 7.577 -0.680 2.928  0.00
N 6.547 1.134 3.791  -0.18
C 6.664 2.257 4.720  -0.04
C 5.590 1.179 2.721  -0.04
H 8.203 0.173 4.568  0.14
H 7.315 2.979 4.228  0.09
H 7.172 2.018 5.655  0.09
H 5.728 2.793 4.879  0.09
H 4.607 0.843 3.049  0.09
H 5.375 2.221 2.486  0.08
H 5.840 0.718 1.765  0.09
C -3.418 1.395 1.303  -0.23
O -3.692 0.624 0.304  -0.16
N -4.171 1.458 2.425  -0.12
C -5.477 0.680 2.371  0.00
C -4.039 2.496 3.451  -0.04
H -2.518 2.029 1.338  0.13
H -5.498 -0.068 1.579  0.07
H -6.321 1.306 2.081  0.07
H -5.691 0.188 3.321  0.07
H -4.058 2.213 4.503  0.09
H -3.085 3.014 3.356  0.07
H -4.748 3.283 3.194  0.09
C 2.242 5.596 -0.929  -0.43
O 3.277 5.985 -0.451  0.02
N 1.695 4.454 -0.628  -0.14
C 2.367 3.507 0.284  -0.01
C 0.345 4.131 -1.142  -0.05
H 1.632 6.160 -1.651  0.14
H 3.367 3.815 0.591  0.09
H 2.670 2.646 -0.310  0.08
H 1.683 3.091 1.023  0.07
H -0.241 4.901 -1.644  0.10
H 0.218 3.250 -1.770  0.07
H -0.294 3.833 -0.311  0.06
C 1.984 3.562 -5.901  -0.36
O 1.784 4.397 -6.776  -0.01
N 2.905 3.795 -4.983  -0.17
C 3.284 2.906 -3.854  -0.01
C 3.703 5.035 -5.095  -0.02
H 1.569 2.545 -5.819  0.13
H 2.671 3.307 -3.047  0.08
H 4.316 3.071 -3.545  0.05
H 3.098 1.862 -4.109  0.07
H 4.729 4.844 -5.412  0.09
H 3.228 5.850 -5.640  0.09
H 3.887 5.224 -4.037  0.07
C -2.704 -3.003 0.990  -0.23
O -3.014 -2.217 0.083  -0.08
N -3.221 -4.295 1.176  -0.15
C -2.758 -4.943 2.448  -0.05
C -4.548 -4.478 0.682  -0.07
H -2.186 -2.667 1.902  0.12
H -2.647 -6.027 2.433  0.08
H -3.339 -4.726 3.344  0.09
H -1.693 -4.770 2.602  0.06
H -4.528 -5.361 0.044  0.08
H -5.207 -4.681 1.527  0.09
H -5.045 -3.663 0.156  0.06
C 7.474 3.790 -3.848  -0.39
O 8.137 3.138 -4.594  0.04
N 6.820 3.285 -2.790  -0.20
C 6.050 4.089 -1.844  -0.06
C 6.840 1.866 -2.451  -0.03
H 7.299 4.873 -3.947  0.13
H 6.399 3.797 -0.854  0.09
H 4.972 4.001 -1.974  0.05
H 6.240 5.155 -1.972  0.09
H 6.549 1.334 -3.357  0.07
H 7.879 1.614 -2.237  0.10
H 6.244 1.660 -1.563  0.09
C 1.759 5.721 3.099  -0.40
O 2.644 6.475 3.386  0.05
N 0.721 5.946 2.355  -0.16
C -0.329 4.969 2.208  -0.08
C 0.303 7.203 1.713  -0.01
H 1.604 4.709 3.506  0.12
H -0.067 3.934 2.424  0.07
H -0.541 5.021 1.140  0.06
H -1.316 5.221 2.596  0.09
H 0.744 8.072 2.202  0.10
H 0.715 7.128 0.707  0.08
H -0.754 7.447 1.606  0.09
C -2.055 -2.876 -3.850  -0.39
O -2.456 -1.911 -3.232  -0.06
N -2.484 -4.090 -3.763  -0.16
C -2.048 -5.107 -4.753  0.00
C -3.171 -4.507 -2.589  -0.04
H -1.274 -2.849 -4.626  0.15
H -2.993 -5.600 -4.981  0.09
H -1.538 -5.899 -4.204  0.06
H -1.486 -4.781 -5.628  0.10
H -3.307 -3.658 -1.919  0.07
H -4.181 -4.727 -2.935  0.10
H -2.813 -5.381 -2.045  0.08

---

no.,total energy (eV)
1,-189567.9087
2,-135498.1297